Computed, not measured: a 2-piece molecular cluster, ClH3NPS overall at a distorted geometry, with ωB97M-V/def2-TZVPD.

The geometry in XYZ format:
```
7
Properties=species:S:1:pos:R:3:forces:R:3
N -0.8586 0.9755 -0.0139 0.523 0.178 -0.753
P -0.1371 -0.0733 1.0452 1.382 0.636 -1.042
S -0.6082 -1.6835 -0.1329 0.163 -0.377 -0.447
Cl 2.6730 0.0499 -0.0905 -1.836 -0.095 0.758
H -0.4250 1.1283 -0.9220 -0.082 -1.104 -0.217
H -1.2342 1.8683 0.1709 -0.372 1.046 1.427
H 0.5901 -2.2653 -0.0567 0.223 -0.284 0.274
```
Positions in Å, forces in eV/Å.

Results
**HOMO-LUMO gap**: 7.21 eV
**ΔE to the lowest compared entry with this formula, charge and spin**: 32.5 kcal per mole
**M**: 115.52 g/mol
**Energy**: -34184.6772 eV
**Total charge**: 0

The molecule's Mulliken atomic charges, reported in e, are given here: -0.406 0.358 -0.166 -0.579 0.307 0.267 0.219

Computed, not measured: one molecule with the formula C7H13N at a distorted geometry, with ωB97M-V/def2-TZVPD.

The geometry in XYZ format:
```
21
Properties=species:S:1:pos:R:3:forces:R:3
C -0.4735 0.9272 0.0685 -0.142 -0.628 -0.293
C 1.5506 0.2256 -0.3656 3.751 -0.517 -1.440
C -0.7988 -0.3757 -0.0202 -1.958 -0.266 1.109
C -1.4074 2.1420 0.1379 -0.265 -0.211 2.024
C 3.0095 -0.0369 -0.1024 2.187 1.239 0.361
C -0.0607 -1.5679 0.5516 -0.970 -0.126 -0.420
C -2.1939 -0.7824 -0.4339 0.223 -1.318 1.167
N 0.9290 1.1414 0.2121 -1.663 0.448 0.576
H 1.3002 -0.4980 -1.1703 -1.242 0.996 0.234
H -0.7814 2.7539 0.8893 -1.222 0.026 -1.704
H -2.4852 2.0777 0.6109 2.237 -0.743 -0.632
H -1.6340 2.5325 -0.8493 0.639 0.743 -0.024
H 3.3118 -1.0716 -0.5146 -0.102 1.969 0.359
H 3.2778 -0.0041 0.9830 -0.499 -0.254 -0.671
H 3.6519 0.9198 -0.4725 -1.279 -2.550 0.208
H -0.2792 -2.4803 -0.0723 0.131 0.736 0.923
H -0.4981 -1.6039 1.5730 0.546 -0.780 -0.441
H 0.9991 -1.4491 0.5409 0.443 -0.401 0.795
H -1.9651 -1.7855 -0.8736 -0.849 1.119 -0.956
H -2.4861 0.0681 -1.0366 -1.072 -0.681 -0.575
H -2.9665 -1.1329 0.3440 1.106 1.200 -0.599
```
Positions in Å, forces in eV/Å.

Results
**HOMO-LUMO gap**: 9.10 eV
**ΔE to the lowest compared entry with this formula, charge and spin**: 77.1 kcal per mole
**M**: 111.19 g/mol
**SMILES string**: C/C=N/C(C)=C(C)C
**Energy**: -8956.5887 eV
**Total charge**: 0

The molecule's Mulliken atomic charges, reported in e, are given here: 0.228 -0.075 0.873 -1.152 -1.067 -1.173 -1.402 -0.619 0.568 0.353 0.268 0.318 0.268 0.288 0.305 0.364 0.282 0.399 0.349 0.402 0.224

Computed, not measured: an isolated ion of composition C2H8N3 and charge +1 at a distorted geometry, with ωB97M-V/def2-TZVPD.

The geometry in XYZ format:
```
13
Properties=species:S:1:pos:R:3:forces:R:3
C -1.5566 1.2746 -0.0920 -0.363 -0.225 0.119
N -0.2858 0.6804 -0.4936 0.261 0.030 -1.039
C 0.3721 -0.3828 -0.0707 0.796 1.520 1.623
N 1.6228 -0.6046 -0.5119 -1.169 -1.032 0.326
N -0.0607 -1.0288 1.0420 -0.396 0.760 -1.171
H -2.3701 0.5519 -0.1395 0.065 -0.034 0.102
H -1.5008 1.7312 0.8946 0.073 -0.156 0.114
H -1.7761 2.0790 -0.7902 0.050 -0.116 -0.042
H 0.1466 1.1373 -1.2803 0.090 0.161 0.034
H 2.1039 0.0069 -1.1346 0.106 0.141 -0.464
H 2.1522 -1.1872 0.1061 0.555 -0.132 -0.205
H 0.2978 -1.9264 1.2691 0.301 -0.444 0.415
H -0.4184 -0.4109 1.7531 -0.369 -0.474 0.188
```
Positions in Å, forces in eV/Å.

Results
**HOMO-LUMO gap**: 11.74 eV
**ΔE to the lowest compared entry with this formula, charge and spin**: 10.9 kcal per mole
**M**: 74.11 g/mol
**SMILES string**: CNC(N)=[NH2+]
**Energy**: -6668.1562 eV
**Total charge**: +1

The molecule's Mulliken atomic charges, reported in e, are given here: -0.908 -0.192 0.721 -0.378 -0.396 0.343 0.342 0.331 0.230 0.231 0.210 0.238 0.228

Computed, not measured: C22H35ClO2P2Sn as an isolated structure at a distorted geometry, with ωB97M-V/def2-TZVPD.

The geometry in XYZ format:
```
63
Properties=species:S:1:pos:R:3:forces:R:3
P -0.2036 -1.9363 -3.6252 0.411 -0.875 -1.394
P 0.1356 1.2765 -3.5908 -0.560 1.390 -2.596
C -0.4293 -0.9705 -5.2190 -0.470 0.247 0.379
C 0.2813 0.3907 -5.2048 0.429 -0.872 0.295
H -1.5178 -0.8641 -5.3695 0.429 0.066 -0.051
H -0.0314 -1.6127 -6.0218 -0.217 0.205 0.243
H 1.3571 0.2908 -5.4221 -0.360 -0.020 0.009
H -0.1611 1.0687 -5.9484 0.173 -0.017 0.180
C -1.5329 1.9790 -3.7756 -0.184 -0.177 0.938
H -1.7294 2.6716 -2.9502 -0.108 -0.068 -0.187
H -2.2944 1.1893 -3.7728 0.170 0.212 -0.021
H -1.5649 2.5190 -4.7280 0.126 -0.062 0.132
C 1.2567 2.6716 -3.8212 0.479 -0.126 0.791
H 0.9091 3.2699 -4.6700 -0.054 -0.110 0.065
H 2.2654 2.2911 -4.0170 -0.141 0.175 0.044
H 1.2639 3.2738 -2.9078 0.080 0.073 -0.217
C -1.2370 -3.3882 -3.9944 -0.124 0.077 0.284
H -1.2251 -4.0599 -3.1297 -0.089 -0.049 -0.290
H -0.8510 -3.9052 -4.8810 -0.119 0.067 0.189
H -2.2656 -3.0532 -4.1771 0.180 -0.184 0.067
C 1.4909 -2.5338 -3.9743 0.027 -0.040 0.384
H 2.2015 -1.7025 -4.0167 -0.099 -0.158 -0.018
H 1.4918 -3.0541 -4.9354 0.002 0.021 0.102
H 1.8060 -3.2232 -3.1886 0.115 -0.016 -0.134
Sn -1.9142 -1.0472 3.2714 0.923 0.607 0.873
C 1.0232 1.2437 -0.0644 -0.290 0.213 0.241
C -0.2744 1.1997 -0.4166 -0.256 0.150 0.866
C -1.0791 0.1536 -1.1419 -0.467 -0.037 -0.273
C -1.3626 -1.2299 -0.4969 -0.191 0.278 -1.282
C -0.3025 -2.2422 -0.8882 -1.879 -0.208 0.244
C 1.0282 -2.0023 -0.7903 1.783 0.242 -0.284
C 1.7309 -0.8189 -1.3414 0.422 0.606 0.013
C 2.1142 0.2494 -0.3025 0.421 0.007 -0.032
C -0.0634 -2.1981 3.6161 -0.310 0.233 -0.289
H 1.3335 2.1158 0.5224 -0.132 -0.295 -0.155
H -0.9156 1.9782 0.0250 0.481 -0.109 -0.348
H -0.5930 -0.1129 -2.1113 -0.848 0.201 0.810
H -2.0534 0.6112 -1.4010 0.437 -0.285 0.226
H -1.4886 -1.1344 0.6004 0.340 -0.261 -0.381
H -2.3352 -1.5883 -0.8721 0.327 0.050 0.214
H -0.6376 -3.2866 -0.9678 0.172 0.308 0.567
H 1.6788 -2.7431 -0.3130 -0.181 -0.199 -0.442
H 1.1161 -0.3240 -2.1108 0.504 -0.377 0.372
H 2.6537 -1.1377 -1.8555 -0.285 -0.198 0.418
H 2.4103 -0.2494 0.6387 -0.118 0.386 -0.212
H 3.0166 0.7862 -0.6523 -0.364 -0.245 0.184
H 0.7274 -1.4562 3.8038 -0.182 -0.291 -0.012
H 0.1752 -2.7886 2.7182 0.091 -0.007 0.363
H -0.1748 -2.8522 4.4945 0.073 0.169 -0.350
Cl 0.4796 3.3617 10.2541 0.095 0.126 0.151
C 0.0750 2.7003 8.7236 -0.307 -0.369 -0.768
C -1.2087 2.1624 8.5337 0.366 0.032 -0.358
C -1.5211 1.5771 7.3096 0.144 -0.004 0.241
C -0.5762 1.5413 6.2798 0.182 -0.142 -0.224
C 0.6903 2.1115 6.4605 -0.223 0.157 0.317
C 1.0255 2.6913 7.6906 -0.414 -0.192 -0.073
C -0.9236 0.7868 5.0293 -0.561 -0.216 0.232
O -1.7408 -0.2305 5.2256 0.586 0.773 -0.751
O -0.5103 1.0725 3.8762 -0.519 -0.923 0.583
H -1.9431 2.1832 9.3338 0.205 0.046 -0.098
H -2.4964 1.1195 7.1487 0.262 0.142 0.110
H 1.4101 2.0860 5.6450 -0.109 0.009 0.193
H 2.0102 3.1231 7.8664 -0.273 -0.136 -0.081
```
Positions in Å, forces in eV/Å.

Results
**HOMO-LUMO gap (alpha / beta)**: 2.68 / 2.38 eV
**ΔE to the lowest compared entry with this formula, charge and spin**: 65.3 kcal per mole
**M**: 547.63 g/mol
**Energy**: -64388.4515 eV
**Total charge**: +2

The molecule's Mulliken atomic charges, reported in e, are given here: 1.118 1.693 -1.164 -1.258 0.480 0.621 0.484 0.664 -1.478 0.429 0.382 0.524 -1.238 0.469 0.445 0.399 -1.204 0.369 0.445 0.426 -1.450 0.339 0.531 0.411 0.808 -0.584 -0.173 0.443 0.204 -0.446 -0.451 0.351 -1.038 -1.362 0.535 0.427 -1.880 0.661 -1.038 0.532 0.831 0.453 -0.908 0.649 0.424 0.494 0.337 0.349 0.394 -0.179 0.393 -0.627 -0.293 0.258 -0.326 -0.638 0.790 -0.746 -0.657 0.412 0.383 0.380 0.400

Q: Among the records above, which one has the highest energy?
A: C2H8N3